# 1
{
  "formula": "C4H9NO",
  "method": "ωB97M-V/def2-TZVPD",
  "multiplicity": 1,
  "smiles": "CCNC(C)=O",
  "elements": ["O", "N", "C", "C", "C", "C", "H", "H", "H", "H", "H", "H", "H", "H", "H"],
  "positions_angstrom": [[1.24272, 1.48983, 0.65519], [0.07370, -0.00241, -0.63646], [0.12395, -1.91025, 0.96435], [0.71391, -1.26622, -0.29013], [-0.78271, 2.22779, -0.45826], [0.30647, 1.21728, -0.07488], [-0.81795, -0.00399, -1.09885], [0.60717, -1.94357, -1.14679], [-1.35271, 2.46681, 0.44361], [0.31279, -1.27827, 1.83686], [-1.50513, 1.89355, -1.21751], [-0.31279, 3.13827, -0.82915], [1.78600, -1.09155, -0.15794], [0.56342, -2.89711, 1.15298], [-0.95884, -2.04015, 0.85699]],
  "atomic_forces_ev_per_a": [[-0.3, -0.2, -0.3], [-0.1, 0.1, 0.1], [0.0, 0.0, 0.1], [0.1, 0.0, 0.0], [0.1, 0.2, 0.1], [-0.1, 0.1, 0.0], [0.0, -0.6, -0.2], [0.0, 0.2, 0.1], [0.2, 0.1, 0.0], [-0.1, -0.1, -0.1], [0.4, -0.1, 0.2], [0.0, 0.0, 0.1], [-0.2, 0.1, 0.0], [0.0, 0.2, -0.1], [0.1, 0.0, 0.0]],
  "nbo_charge": [-0.623, -0.616, -0.618, -0.221, -0.713, 0.679, 0.385, 0.196, 0.236, 0.220, 0.202, 0.239, 0.219, 0.213, 0.200]
}

***

# 2
{
  "formula": "C4H12N2S2",
  "method": "ωB97M-V/def2-TZVPD",
  "multiplicity": 1,
  "smiles": "C/N=C\\N.CCSS",
  "elements": ["S", "S", "N", "N", "C", "C", "C", "C", "H", "H", "H", "H", "H", "H", "H", "H", "H", "H", "H", "H"],
  "positions_angstrom": [[1.69506, -0.47492, -0.57895], [3.16353, -1.90796, -0.80804], [-2.87553, -1.51666, -0.14550], [-2.82864, 0.28494, 1.43171], [2.67661, 1.05696, -0.48008], [1.72011, 2.20958, -0.22376], [-3.38009, -0.51367, 0.43555], [-1.52769, -1.93401, 0.18142], [1.18465, 2.07730, 0.71638], [-0.93961, -1.23888, 0.78794], [3.21469, 1.18609, -1.41707], [-3.21738, 1.21086, 1.47360], [3.39576, 0.94386, 0.32866], [-4.40316, -0.25323, 0.17856], [0.98202, 2.30232, -1.02112], [-1.59449, -2.87927, 0.72454], [2.26311, 3.15391, -0.18564], [-0.95762, -2.11939, -0.72789], [-1.82365, 0.28899, 1.47206], [3.25232, -1.87685, -2.14237]],
  "atomic_forces_ev_per_a": [[0.3, -0.1, -0.1], [-0.2, 0.2, 0.2], [0.0, 0.1, -0.1], [-0.1, 0.0, -0.2], [-0.1, -0.1, 0.0], [0.0, 0.1, -0.1], [0.0, -0.1, 0.0], [-0.1, -0.1, 0.1], [0.0, 0.0, 0.0], [0.0, 0.0, 0.0], [0.0, 0.0, 0.0], [-0.1, 0.1, 0.1], [0.0, 0.0, 0.0], [-0.1, 0.1, 0.0], [0.0, -0.1, 0.0], [0.1, 0.0, 0.0], [0.0, 0.0, 0.1], [-0.1, 0.0, -0.1], [0.1, 0.0, 0.1], [0.0, 0.0, -0.2]],
  "nbo_charge": [0.079, -0.130, -0.476, -0.835, -0.520, -0.626, 0.268, -0.445, 0.209, 0.154, 0.212, 0.380, 0.217, 0.162, 0.214, 0.206, 0.223, 0.206, 0.377, 0.123]
}

***

# 3
{
  "formula": "C20H15F2N2",
  "method": "ωB97M-V/def2-TZVPD",
  "charge": 1,
  "multiplicity": 1,
  "elements": ["F", "F", "N", "N", "C", "C", "C", "C", "C", "C", "C", "C", "C", "C", "C", "C", "C", "C", "C", "C", "C", "C", "C", "C", "H", "H", "H", "H", "H", "H", "H", "H", "H", "H", "H", "H", "H", "H", "H"],
  "positions_angstrom": [[-3.98703, -2.21090, 2.26153], [6.15481, -1.16396, 0.00202], [-1.09999, 0.78595, -2.08304], [2.26433, 1.72237, -2.17399], [-3.47018, 0.42086, -2.04094], [1.27147, 1.08820, -2.12913], [-2.76677, -1.62285, 2.06475], [-0.47659, -1.82154, 1.41581], [0.17287, 0.26514, -2.07483], [4.87554, -0.83324, 0.36001], [-0.26738, -0.42847, 1.63924], [0.95062, 0.28258, 1.45148], [2.24976, -0.17040, 1.08691], [-1.31006, 2.15544, -2.07956], [3.91445, -1.84052, 0.38268], [-2.18426, -0.07441, -2.04809], [2.61694, -1.50812, 0.75149], [-2.60246, 2.65559, -2.06998], [4.59253, 0.49339, 0.68998], [3.29425, 0.80941, 1.05162], [-1.71210, -2.42015, 1.63043], [-1.39790, 0.32760, 2.08846], [-2.63639, -0.25418, 2.30481], [-3.70074, 1.79937, -2.05415], [4.16822, -2.86494, 0.12051], [-2.73418, 3.73686, -2.08039], [0.88683, 1.35447, 1.65994], [1.88548, -2.30397, 0.77276], [5.36924, 1.25206, 0.65762], [-4.71687, 2.18658, -2.05524], [0.32961, -2.45303, 1.06946], [-4.29224, -0.29347, -2.03241], [-3.48085, 0.33217, 2.65430], [-1.84442, -3.48641, 1.46133], [-1.25978, 1.39370, 2.26781], [0.28270, -0.81740, -2.08333], [3.03624, 1.83814, 1.30388], [-1.94169, -1.13776, -2.04335], [-0.43401, 2.80581, -2.10041]],
  "atomic_forces_ev_per_a": [[1.6, 0.8, -0.2], [-1.9, 0.5, 0.5], [-0.3, 0.3, 0.2], [-1.7, -0.9, 0.3], [0.1, 0.0, 0.0], [2.5, 1.2, -0.2], [-1.2, -0.3, 0.3], [-0.4, 0.0, 0.1], [-0.4, -0.8, 0.2], [1.4, 0.1, -0.3], [-0.9, -0.1, 0.1], [0.6, -0.6, -0.2], [0.3, 0.2, 0.0], [-0.6, -0.5, -0.1], [-0.8, 0.0, 0.2], [0.3, 0.6, -0.1], [0.5, -0.1, -0.2], [0.1, -0.2, 0.0], [-0.2, -0.1, 0.1], [-0.2, -0.1, -0.2], [0.6, 0.2, -0.1], [0.4, -0.2, -0.2], [0.2, -0.1, -0.1], [0.0, -0.1, 0.0], [0.1, 0.3, 0.1], [0.0, -0.3, 0.0], [0.0, -0.3, -0.1], [0.5, 0.2, -0.1], [-0.1, -0.2, 0.0], [0.3, -0.1, 0.0], [-0.5, 0.1, 0.1], [0.2, 0.2, 0.0], [0.1, -0.2, -0.1], [-0.1, 0.3, 0.1], [-0.1, -0.2, 0.0], [-0.1, 0.4, -0.1], [0.2, -0.2, -0.1], [-0.1, 0.4, 0.0], [-0.2, -0.5, 0.0]],
  "nbo_charge": [-0.294, -0.288, -0.213, -0.376, -0.201, 0.206, 0.497, -0.077, -0.353, 0.510, -0.206, 0.122, -0.102, -0.021, -0.271, -0.012, -0.108, -0.193, -0.288, -0.057, -0.287, -0.067, -0.296, -0.215, 0.259, 0.245, 0.226, 0.209, 0.267, 0.240, 0.212, 0.243, 0.263, 0.261, 0.232, 0.228, 0.234, 0.224, 0.249]
}

***

# 4
{
  "formula": "C32H28Cl2FeNO5PS3",
  "method": "ωB97M-V/def2-TZVPD",
  "multiplicity": 5,
  "s2": 6.0125,
  "elements": ["Fe", "Cl", "Cl", "S", "S", "S", "P", "O", "O", "O", "O", "O", "N", "C", "C", "C", "C", "C", "C", "C", "C", "C", "C", "C", "C", "C", "C", "C", "C", "C", "C", "C", "C", "C", "C", "C", "C", "C", "C", "C", "C", "C", "C", "C", "C", "H", "H", "H", "H", "H", "H", "H", "H", "H", "H", "H", "H", "H", "H", "H", "H", "H", "H", "H", "H", "H", "H", "H", "H", "H", "H", "H", "H"],
  "positions_angstrom": [[-0.09197, 0.05681, 0.07693], [0.24425, 2.36282, 1.07150], [1.18876, -0.67555, -2.45396], [-0.35104, -2.15318, 3.96276], [-1.67179, -0.89642, 1.56638], [2.80369, -1.43873, 0.47239], [-1.54540, 1.47688, -1.49832], [1.57609, 0.49064, -1.64803], [2.32883, -1.29355, -3.02854], [0.53377, -1.58022, -1.48859], [0.24258, -0.29493, -3.45417], [-0.42702, 0.40687, 3.38052], [1.62278, -0.56988, 1.10423], [-1.83714, 3.03766, -0.60115], [-1.09976, 3.36140, 0.53044], [3.38349, -4.09791, 0.22664], [5.24334, -0.58766, 1.28979], [-0.76972, 3.07640, -5.13669], [3.09241, -5.44801, 0.30398], [-3.07196, 5.09921, -0.28212], [4.02853, -1.91551, 2.90762], [4.13571, -1.33876, 1.64755], [-2.33861, 5.37436, 0.86179], [2.42131, -3.17934, 0.62324], [-0.66886, 2.61350, -3.83868], [-2.81872, 3.94463, -1.00126], [-4.09437, 0.89507, -0.33477], [-3.05661, -0.79480, -1.69930], [-2.93151, 1.80358, -3.94272], [0.34266, 0.62362, 4.55847], [-4.11618, -1.64812, -1.44864], [1.17856, -3.57613, 1.07541], [-0.76762, -0.84116, 3.06231], [-3.02576, 2.26086, -5.24952], [-5.16603, -1.23516, -0.63960], [5.05384, -1.73220, 3.81825], [6.27024, -0.41586, 2.20851], [-1.75167, 1.98086, -3.23139], [0.90151, -4.93529, 1.15412], [-5.15238, 0.03282, -0.08197], [-1.95122, 2.89832, -5.84510], [-3.04548, 0.49010, -1.15268], [6.17263, -0.98543, 3.46764], [1.85058, -5.86473, 0.77114], [-1.33977, 4.50604, 1.27300], [0.43532, -2.84785, 1.36471], [-2.22777, -1.12725, -2.31291], [-0.74699, 4.71273, 2.14930], [0.26276, 2.72089, -3.29874], [-0.06329, -5.25549, 1.51828], [1.44585, -0.87954, 2.05767], [-4.08552, 1.87568, 0.12052], [-3.39262, 3.72897, -1.89321], [-3.94469, 2.11443, -5.80069], [4.34716, -3.76463, -0.13515], [-5.98620, -1.90795, -0.43255], [-2.53339, 6.27006, 1.43389], [3.15682, -2.50200, 3.16916], [5.29903, -0.14497, 0.30528], [-4.11481, -2.64218, -1.87329], [-2.02915, 3.24979, -6.86377], [4.98309, -2.17574, 4.80110], [1.30973, 0.12436, 4.47426], [7.14212, 0.16274, 1.93803], [3.83165, -6.17450, -0.00128], [0.07603, 3.55948, -5.60259], [-0.18217, 0.23895, 5.43300], [-3.77604, 1.30478, -3.48702], [6.97271, -0.84916, 4.18293], [-3.83941, 5.78260, -0.61415], [0.46595, 1.70190, 4.61291], [-5.95857, 0.35099, 0.56471], [1.62746, -6.92096, 0.83226]],
  "atomic_forces_ev_per_a": [[0.6, -0.4, -0.4], [-0.1, 0.3, 0.0], [-0.2, 0.0, 0.2], [0.0, 0.0, 0.1], [-0.1, -0.1, 0.0], [0.0, 0.1, -0.2], [-0.4, -0.4, 0.4], [-0.1, 0.0, -0.2], [0.2, -0.1, 0.1], [-0.1, 0.1, -0.1], [0.0, 0.0, 0.0], [-0.1, 0.1, 0.0], [0.0, 0.0, 0.1], [0.0, 0.0, 0.0], [0.2, 0.0, 0.1], [0.0, -0.1, 0.0], [0.0, 0.0, 0.0], [-0.1, 0.0, 0.0], [0.0, 0.0, 0.0], [0.0, 0.0, 0.0], [0.0, 0.0, 0.0], [0.0, 0.0, 0.1], [0.1, -0.1, 0.1], [0.0, 0.0, 0.0], [0.0, 0.0, 0.0], [0.0, 0.0, 0.0], [0.0, 0.0, -0.1], [0.0, 0.0, 0.0], [0.0, 0.0, 0.1], [0.1, 0.0, 0.1], [-0.1, 0.0, 0.0], [0.1, 0.0, 0.0], [-0.1, -0.1, -0.3], [-0.1, 0.0, 0.0], [0.0, 0.0, 0.0], [0.0, 0.0, 0.0], [0.0, 0.0, 0.0], [0.2, 0.1, 0.0], [0.0, 0.1, 0.0], [0.1, 0.0, 0.0], [0.0, 0.0, 0.0], [0.0, 0.1, -0.1], [0.0, 0.0, 0.0], [0.1, -0.1, 0.0], [-0.1, 0.0, -0.1], [-0.1, 0.0, 0.0], [0.1, 0.0, 0.0], [0.1, 0.0, 0.1], [0.1, 0.0, 0.0], [-0.1, 0.0, 0.0], [0.0, 0.1, 0.1], [0.0, 0.0, 0.0], [0.0, 0.0, 0.0], [0.0, 0.0, 0.0], [0.1, 0.0, 0.0], [0.0, 0.0, 0.0], [0.0, 0.0, 0.0], [0.0, 0.0, 0.0], [0.0, 0.0, -0.1], [0.0, 0.0, 0.0], [0.0, 0.0, -0.1], [0.0, 0.0, 0.0], [0.0, 0.0, 0.1], [0.0, 0.0, 0.0], [0.0, 0.0, 0.0], [0.1, 0.0, 0.0], [0.1, 0.0, 0.0], [0.0, 0.0, 0.0], [0.0, 0.0, 0.0], [-0.1, 0.0, 0.0], [0.0, 0.0, 0.0], [0.0, 0.0, 0.0], [0.0, 0.0, 0.0]],
  "mulliken_spin": [3.723, 0.041, -0.009, 0.017, 0.065, 0.008, -0.005, 0.027, 0.005, 0.026, 0.003, 0.003, 0.050, 0.014, 0.001, 0.001, 0.002, 0.000, 0.000, 0.000, -0.001, 0.006, 0.000, 0.002, 0.004, -0.002, -0.001, 0.005, 0.001, -0.001, 0.000, 0.007, 0.013, 0.000, 0.002, -0.001, 0.000, -0.003, 0.001, 0.001, 0.002, -0.002, 0.002, 0.000, 0.001, -0.006, -0.004, 0.000, 0.000, 0.000, 0.000, 0.001, 0.000, 0.000, 0.000, 0.000, 0.000, 0.000, 0.000, 0.000, 0.000, 0.000, 0.001, 0.000, 0.000, 0.000, 0.000, 0.000, 0.000, 0.000, 0.000, 0.000, 0.000]
}

***

Calculated total energy: -7832.01357, -28992.97764, -29389.24212, -146585.77601 (eV)